{"formula": "C23H41N2OP3Sc", "method": "ωB97M-V with the def2-TZVPD basis set", "species": ["Sc", "P", "P", "P", "H", "C", "C", "H", "C", "C", "C", "C", "C", "C", "C", "C", "C", "H", "H", "H", "H", "H", "H", "H", "H", "H", "H", "H", "H", "H", "H", "H", "H", "H", "H", "H", "H", "H", "H", "H", "H", "H", "H", "H", "H", "H", "C", "C", "C", "C", "C", "C", "O", "H", "H", "H", "H", "H", "H", "N", "C", "C", "C", "C", "N", "C", "C", "H", "H", "H", "H"], "positions_angstrom": [[-0.602065, 0.338461, 0.654430], [1.958303, -1.179722, 2.249226], [1.335894, 2.181179, 0.341730], [-1.149744, -2.281114, 0.193926], [-0.798123, 1.966144, -7.954174], [-1.747766, 1.437503, -7.824585], [-2.842258, 2.025659, -7.324832], [-2.871133, 3.092256, -7.081082], [3.274909, -1.981447, 1.341821], [2.612968, 0.142780, 3.247780], [1.143917, -2.344256, 3.325313], [0.724360, 3.330603, -0.949752], [1.901903, 3.381165, 1.611040], [2.935976, 1.668518, -0.378404], [-2.426467, -2.340067, -1.121435], [-1.837061, -3.484776, 1.396962], [0.191560, -3.267938, -0.564931], [-1.775157, 0.386827, -8.141332], [-3.770002, 1.455886, -7.198099], [4.000015, -2.385602, 2.057241], [3.779280, -1.258606, 0.691580], [2.883142, -2.799810, 0.727920], [3.363891, -0.282206, 3.930778], [1.819968, 0.609703, 3.848609], [3.098346, 0.909710, 2.630945], [1.802612, -3.210057, 3.484612], [0.195876, -2.697741, 2.902480], [0.931430, -1.887024, 4.301458], [1.276413, 4.280381, -0.891148], [-0.346183, 3.522797, -0.788895], [0.851427, 2.888588, -1.947278], [2.887517, 3.779109, 1.330018], [1.972856, 2.903385, 2.596108], [1.181686, 4.207647, 1.675687], [3.528390, 2.569483, -0.589197], [2.767661, 1.119950, -1.313746], [3.493144, 1.024286, 0.314064], [-2.944959, -3.308268, -1.084418], [-1.971912, -2.201973, -2.111870], [-3.156597, -1.534679, -0.958630], [-2.542677, -4.144155, 0.873507], [-2.379039, -2.960660, 2.194580], [-1.041088, -4.090552, 1.847159], [-0.249987, -4.099941, -1.129364], [0.863666, -3.670330, 0.203585], [0.775854, -2.644325, -1.253533], [-1.093905, 0.608427, -2.424433], [0.092028, 0.126850, -3.031768], [0.104442, -0.054128, -4.413285], [-1.053335, 0.202729, -5.150723], [-2.180178, 0.771002, -4.549288], [-2.211727, 0.980304, -3.180252], [-1.201582, 0.674733, -1.098920], [1.052045, -0.618876, 1.185484], [0.953692, -0.107557, -2.396499], [1.015251, -0.402261, -4.903434], [-1.064735, 0.024766, -6.231210], [-3.019912, 1.080498, -5.161900], [-3.065903, 1.388231, -2.637353], [0.094134, -0.066435, 7.795933], [-0.309600, 0.147209, 6.717177], [-0.752754, 0.399364, 5.364114], [-1.536043, -0.538515, 4.684139], [-1.822133, -0.336062, 3.347365], [-1.265233, 0.689034, 2.648074], [-0.711964, 1.711426, 3.358293], [-0.369738, 1.565448, 4.690361], [-1.897037, -1.439460, 5.181177], [-2.514094, -0.977223, 2.802814], [-0.555022, 2.661140, 2.840817], [0.212591, 2.342582, 5.197480]], "atomic_forces_ev_per_a": [[-1.565, 0.728, -2.832], [0.355, 0.090, -0.518], [0.805, 1.216, -0.755], [-0.351, -1.164, -0.738], [-0.410, -0.114, -0.041], [-0.621, 0.288, -0.038], [0.420, -0.197, -0.590], [0.062, -0.420, 0.025], [-0.040, 0.060, -0.401], [0.009, 0.589, -0.012], [-0.643, -0.307, 0.220], [-0.367, -0.093, -0.044], [-0.246, -0.246, 0.502], [-0.014, -0.433, -0.033], [-0.216, 0.501, -0.021], [-0.083, 0.250, 0.424], [0.320, 0.230, -0.006], [0.024, 0.452, 0.085], [0.282, 0.299, -0.187], [-0.115, 0.070, 0.012], [-0.041, -0.126, 0.098], [0.070, 0.127, 0.128], [-0.157, -0.042, -0.168], [0.233, -0.195, -0.192], [-0.052, -0.230, 0.148], [-0.070, 0.216, -0.124], [0.248, 0.007, 0.073], [0.119, -0.039, -0.302], [-0.108, -0.334, -0.019], [0.296, 0.063, -0.134], [-0.097, 0.078, 0.265], [-0.349, -0.072, 0.043], [0.097, 0.280, -0.137], [0.203, -0.169, 0.019], [-0.135, -0.274, 0.030], [0.094, 0.127, 0.174], [0.032, 0.204, -0.183], [0.234, 0.273, -0.043], [-0.079, 0.075, 0.280], [0.101, -0.272, -0.173], [0.284, 0.124, 0.216], [0.026, -0.357, -0.159], [-0.230, 0.070, -0.098], [0.141, 0.159, 0.178], [-0.169, -0.024, -0.160], [-0.139, -0.187, 0.008], [0.128, -0.280, -2.075], [-0.898, 0.314, 0.402], [-0.110, -0.151, 0.149], [0.190, 0.162, -0.161], [0.197, -0.088, 0.042], [0.490, -0.276, 0.324], [0.933, -0.146, 3.402], [1.701, -1.111, 1.598], [-0.140, 0.052, -0.234], [-0.341, 0.015, 0.087], [0.092, 0.094, 0.684], [0.124, -0.209, 0.115], [0.117, -0.082, -0.366], [-0.903, 0.456, -2.502], [0.708, -0.318, 2.029], [0.293, -0.160, 0.038], [-0.336, -0.281, 0.147], [0.569, 0.225, -0.057], [-1.322, 0.861, 1.361], [0.208, -0.443, -0.043], [0.002, 0.413, 0.260], [-0.075, 0.363, -0.003], [0.405, -0.055, 0.086], [0.285, -0.433, 0.006], [-0.471, -0.199, -0.107]], "lowdin_charge": [0.75, 0.90, 0.78, 0.79, 0.07, -0.10, -0.09, 0.07, -0.16, -0.17, -0.16, -0.22, -0.24, -0.24, -0.22, -0.24, -0.24, 0.07, 0.07, 0.10, 0.07, 0.06, 0.11, 0.05, 0.06, 0.10, 0.03, 0.07, 0.08, 0.06, 0.06, 0.08, 0.02, 0.07, 0.08, 0.05, 0.02, 0.07, 0.07, 0.06, 0.07, 0.03, 0.05, 0.08, 0.03, 0.05, -0.41, -0.04, -0.05, -0.05, -0.04, 0.01, -0.27, -0.05, 0.09, 0.12, 0.08, 0.09, 0.13, 0.25, -0.11, -0.18, 0.03, -0.09, -0.08, -0.09, 0.02, 0.16, 0.12, 0.13, 0.16], "relative_energy_kj_mol": 0.0, "max_force_ha_per_bohr": 0.0687, "energy_ha": -2869.5666, "homo_ev": -14.958, "orbital_gap_ev": 4.64, "charge": 3}